Computed, not measured: a cluster of 3 separate species, C25H44F2N3O12 in total, with the ωB97M-V functional and the def2-TZVPD basis.

Geometry (Å):
C (3.707, -1.246, 2.333)
C (3.356, -0.643, 1.207)
C (2.252, 0.391, 1.185)
C (2.105, 1.305, -0.061)
C (2.270, 2.793, 0.349)
O (3.582, 3.305, 0.284)
C (4.402, 3.125, 1.421)
O (5.399, 2.176, 1.219)
C (6.461, 2.665, 0.409)
C (7.184, 1.506, -0.238)
O (6.557, 1.174, -1.493)
N (3.192, 0.984, -1.034)
C (3.057, 1.674, -2.239)
N (4.163, 2.189, -2.692)
O (4.198, 2.845, -3.897)
N (1.898, 1.720, -2.898)
C (0.685, 1.942, -2.042)
C (0.731, 1.086, -0.784)
C (0.543, -0.439, -1.062)
C (0.087, -0.890, -2.449)
C (-0.378, -2.341, -2.401)
O (-1.001, -2.722, -3.632)
C (-0.443, 1.526, 0.125)
C (-1.823, 1.444, -0.546)
C (-2.956, 1.341, 0.492)
C (-3.458, -0.095, 0.672)
O (-2.426, -1.054, 0.417)
C (-2.081, -1.847, 1.537)
H (4.205, -2.207, 2.341)
H (3.518, -0.787, 3.298)
H (3.919, -0.876, 0.310)
H (2.386, 1.013, 2.075)
H (1.326, -0.160, 1.351)
H (1.689, 3.442, -0.306)
H (1.853, 2.929, 1.351)
H (3.807, 2.818, 2.283)
H (4.854, 4.101, 1.635)
H (6.083, 3.336, -0.369)
H (7.169, 3.225, 1.032)
H (7.125, 0.649, 0.433)
H (8.224, 1.774, -0.430)
H (6.467, 0.218, -1.555)
H (3.106, -0.005, -1.261)
H (5.059, 2.040, -2.189)
H (4.050, 3.785, -3.706)
H (1.934, 2.389, -3.663)
H (0.675, 3.006, -1.804)
H (-0.190, 1.737, -2.651)
H (-0.224, -0.788, -0.367)
H (1.446, -1.004, -0.804)
H (0.886, -0.805, -3.196)
H (-0.765, -0.318, -2.826)
H (0.450, -3.029, -2.206)
H (-1.175, -2.423, -1.660)
H (-0.533, -2.308, -4.367)
H (-0.465, 0.863, 0.993)
H (-0.309, 2.551, 0.482)
H (-1.982, 2.366, -1.116)
H (-1.869, 0.611, -1.247)
H (-2.575, 1.705, 1.451)
H (-3.785, 1.997, 0.231)
H (-3.846, -0.245, 1.680)
H (-4.283, -0.289, -0.021)
H (-2.775, -2.685, 1.661)
H (-1.083, -2.258, 1.365)
H (-2.055, -1.257, 2.459)
C (-7.908, 0.409, 3.433)
C (-7.552, 1.091, 4.739)
O (-6.149, 1.262, 4.612)
C (-5.853, 1.335, 3.291)
O (-4.817, 1.707, 2.847)
O (-6.904, 0.926, 2.549)
F (-7.813, 0.320, 5.815)
H (-7.794, -0.673, 3.520)
H (-8.900, 0.648, 3.064)
H (-8.015, 2.068, 4.885)
C (-2.972, -4.969, -1.837)
C (-2.318, -6.156, -1.164)
O (-3.394, -6.732, -0.457)
C (-4.549, -6.418, -1.117)
O (-5.595, -6.932, -0.929)
O (-4.310, -5.433, -2.018)
F (-1.350, -5.780, -0.288)
H (-2.973, -4.099, -1.177)
H (-2.520, -4.704, -2.790)
H (-1.900, -6.897, -1.848)

For the total energy, the calculation gives -2245.5453 a.u. The HOMO energy comes out at -11.900 eV. As for the net charge: +1. The energy above the lowest of the compared OMol25 structures with the same formula, charge and spin is 0.00 kcal/mol.